one | This record from OMol25 describes an isolated molecule of C4H7NOS. The level of theory is ωB97M-V/def2-TZVPD.

CARTESIAN COORDINATES (ANGSTROEM)
C1 0.0283 0.1414 -0.1136
C2 -1.3596 -0.2836 0.3808
C3 0.9096 -0.8589 -0.4108
C4 2.3819 -0.4094 -0.3770
H1 1.0844 1.7430 -0.2012
H2 -0.5303 2.1919 -0.2194
H3 -1.1401 -1.4885 0.7035
H4 -1.3331 0.2479 1.2906
H5 -3.7840 -0.6077 0.2836
H6 0.4857 -1.8468 -0.2405
H7 3.1615 -1.2617 -0.3584
N1 0.2157 1.4733 -0.0251
O1 2.7402 0.7125 -0.2139
S1 -2.8602 0.2466 -0.4986

SMILES: N/C(=C\C=O)CS
Charge: 0

---

two | This record from OMol25 describes an isolated molecule of C4H7NOS. The level of theory is ωB97M-V/def2-TZVPD.

CARTESIAN COORDINATES (ANGSTROEM)
C1 1.1953 -1.5095 -0.3064
C2 0.1512 -0.8226 0.6167
C3 -1.5118 1.0374 0.7710
C4 -0.3493 1.5743 -0.0368
H1 0.5399 -0.6575 -2.4814
H2 2.0992 -1.7628 0.2920
H3 0.8424 -2.4573 -0.6418
H4 -1.3414 1.0968 1.8997
H5 -2.5811 1.2671 0.3708
H6 -0.4010 1.9538 -1.0886
H7 0.4686 1.9234 0.5428
N1 -0.6671 0.1134 -0.0125
O1 -0.0412 -1.3041 1.7579
S1 1.5963 -0.4524 -1.6833

SMILES: O=C(CS)N1CC1
Charge: 0

---

Which of them is the most stable, and which is the least stable? two and one, in that order.

---

one | This record from OMol25 describes a structure of composition C4H7NOS. The level of theory is ωB97M-V/def2-TZVPD.

CARTESIAN COORDINATES (ANGSTROEM)
C1 1.1098 -2.3054 1.1617
C2 -0.1039 -1.3745 -1.0610
C3 -0.5509 1.4215 1.0284
C4 0.7326 -1.0504 0.6295
N1 1.3134 -3.2543 1.7492
O1 1.8250 -0.1534 0.5094
S1 -0.5491 -0.3140 1.6673
H1 -0.2555 -0.4003 -1.3178
H2 0.6827 -2.0078 -1.7079
H3 -0.8829 -1.9124 -0.6420
H4 -1.2756 1.8804 1.7520
H5 -1.1092 1.6900 0.0984
H6 0.4324 1.6425 1.0893
H7 2.2914 0.0345 1.3305

Charge: 0

---

two | This record from OMol25 describes a structure of composition C4H7NOS. The level of theory is ωB97M-V/def2-TZVPD.

CARTESIAN COORDINATES (ANGSTROEM)
C1 2.8356 0.2002 0.0838
C2 0.3500 -0.0957 0.0853
C3 -2.1491 -0.2851 0.7987
C4 -2.1375 -0.1428 -0.6669
H1 2.4457 1.0472 -0.7110
H2 3.9868 -0.1379 -0.6532
H3 2.9989 0.5600 1.1694
H4 -2.1876 0.7375 1.4519
H5 -2.7898 -1.2763 0.9355
H6 -1.9067 0.8964 -1.0204
H7 -2.5815 -0.7249 -1.4527
N1 -0.9614 -0.8372 -0.0875
O1 0.4707 1.1522 0.0366
S1 1.6259 -1.0936 0.0303

Charge: 0

---

Which of them is the most stable, and which is the least stable? one and two, in that order.

---

one | This record from OMol25 describes an isolated molecule of C4H7NOS. The level of theory is ωB97M-V/def2-TZVPD.

CARTESIAN COORDINATES (ANGSTROEM)
C1 -0.8847 0.3305 0.3157
C2 -0.1847 1.2647 -0.6974
C3 0.5873 -0.0817 0.6887
C4 1.0329 -1.3576 0.0194
H1 -2.3913 -1.5115 0.7081
H2 -1.3457 0.8391 1.1578
H3 -0.5924 2.2363 -0.7341
H4 -0.2069 0.8057 -1.6850
H5 1.8074 0.8201 -0.6860
H6 0.7617 -0.0866 1.7467
H7 0.4223 -2.2762 0.2680
N1 1.1099 1.1234 -0.0467
O1 2.0464 -1.3604 -0.6720
S1 -2.1621 -0.7458 -0.3833

SMILES: O=C[C@H]1NC[C@H]1S
Charge: 0

---

two | This record from OMol25 describes an isolated molecule of C4H7NOS. The level of theory is ωB97M-V/def2-TZVPD.

CARTESIAN COORDINATES (ANGSTROEM)
C1 -0.5930 1.2650 0.3623
C2 -0.7241 0.0093 -0.3769
C3 -0.8543 -1.3938 0.1355
C4 1.5520 -0.9336 -0.1107
H1 1.0999 1.6298 -0.7259
H2 -1.5711 2.0429 0.4033
H3 -0.4155 1.1774 1.5330
H4 -1.2450 0.2579 -1.3907
H5 -0.7539 -1.2188 1.2563
H6 -1.3797 -2.1078 -0.3246
H7 1.5129 -2.0403 0.4142
N1 0.2528 -0.8786 -0.7278
O1 0.3455 2.0145 -0.4206
S1 2.7735 0.1760 -0.0273

SMILES: OC[C@@H]1CN1C=S
Charge: 0

---

three | This record from OMol25 describes a cluster of 2 separate species, C4H7NOS in total. The level of theory is ωB97M-V/def2-TZVPD.

CARTESIAN COORDINATES (ANGSTROEM)
C1 -0.1494 -1.5489 0.7574
C2 -0.0640 -0.5695 1.8313
C3 0.2674 0.0569 -0.6495
C4 0.6981 0.7987 -1.7944
N1 0.0862 -1.2288 -0.4575
O1 -1.7064 0.5387 -0.4623
S1 0.7695 0.9036 0.9304
H1 -0.4539 -2.5309 0.9166
H2 -0.9437 -0.2014 2.4028
H3 0.5373 -0.7386 2.6481
H4 0.7190 1.8592 -1.3758
H5 0.1400 0.8057 -2.7621
H6 1.6701 0.5745 -2.1375
H7 -1.5703 1.2809 0.1524

Charge: 0

---

Which of them is the most stable, and which is the least stable? one and two, in that order.

---

one | This record from OMol25 describes an isolated molecule of C4H7NOS. The level of theory is ωB97M-V/def2-TZVPD.

CARTESIAN COORDINATES (ANGSTROEM)
C1 2.0299 0.0164 0.1224
C2 0.1649 -1.1595 0.9503
C3 -1.5804 1.2423 -0.3527
C4 0.6413 -0.1699 -0.0914
N1 3.1684 -0.0603 0.1077
O1 0.4029 -0.4477 -1.4379
S1 -0.0219 1.5260 0.3164
H1 -0.8294 -1.3572 1.0253
H2 0.6593 -2.1591 0.9336
H3 0.2252 -0.7816 1.9958
H4 -2.0811 2.1126 -0.8375
H5 -2.3792 0.9496 0.3131
H6 -1.6526 0.5777 -1.1911
H7 1.2527 -0.2893 -1.8539

SMILES: CS[C@@](C)(O)C#N
Charge: 0

---

two | This record from OMol25 describes an isolated molecule of C4H7NOS. The level of theory is ωB97M-V/def2-TZVPD.

CARTESIAN COORDINATES (ANGSTROEM)
C1 -2.3120 -0.3215 -0.7460
C2 -1.4250 -0.4838 0.4480
C3 0.6708 -0.2951 0.2226
C4 -0.4069 0.6838 0.6858
H1 -2.7113 -1.2831 -1.0057
H2 -3.1984 0.3395 -0.5861
H3 -1.6997 0.1446 -1.5258
H4 -1.9306 -0.7444 1.3620
H5 0.0025 -2.2850 0.2125
H6 -0.3045 0.9125 1.7479
H7 0.4427 2.0873 -0.2688
N1 -0.1924 -1.3203 0.2247
O1 -0.4989 1.8225 -0.0986
S1 2.2235 -0.1256 -0.2739

SMILES: C[C@H]1NC(=S)[C@H]1O
Charge: 0

---

Which of them is the most stable, and which is the least stable? two and one, in that order.

---

one | This record from OMol25 describes a structure of composition C4H7NOS. The level of theory is ωB97M-V/def2-TZVPD.

CARTESIAN COORDINATES (ANGSTROEM)
C1 1.0619 -0.9256 1.0612
C2 0.5473 0.7236 -0.6995
C3 -0.6870 1.1200 -0.5174
C4 -1.8081 0.3472 0.2698
H1 -0.2027 -0.3872 1.1864
H2 1.7829 -0.8245 2.0038
H3 0.8814 -1.9143 0.7901
H4 2.4173 -0.1186 -0.4168
H5 1.2590 1.4862 -1.2275
H6 -1.0758 2.0762 -1.0463
H7 -1.1695 -1.0165 -1.8275
N1 1.4076 -0.1764 -0.1576
O1 -2.5070 0.9302 1.0375
S1 -1.9073 -1.3204 -0.4562

Charge: 0

---

two | This record from OMol25 describes an isolated molecule of C4H7NOS. The level of theory is ωB97M-V/def2-TZVPD.

CARTESIAN COORDINATES (ANGSTROEM)
C1 -0.5699 -0.2199 2.8053
C2 0.1783 0.2364 0.5295
C3 1.4121 0.5512 0.8674
C4 -0.1888 -0.0250 -0.8670
H1 -0.0578 -1.1920 3.0021
H2 -1.5492 -0.3092 3.2842
H3 0.0023 0.6616 3.1934
H4 2.0518 0.8517 -0.0046
H5 1.6717 0.6634 1.8797
H6 -1.9191 -0.3412 -0.1059
H7 -1.7611 -0.6214 -1.8656
N1 -1.4689 -0.3501 -0.9425
O1 -0.8936 -0.0897 1.4088
S1 0.8751 0.0125 -2.1293

SMILES: C=C(OC)C(N)=S
Charge: 0

---

three | This record from OMol25 describes a structure of composition C4H7NOS. The level of theory is ωB97M-V/def2-TZVPD.

CARTESIAN COORDINATES (ANGSTROEM)
C1 2.1011 0.4253 0.2102
C2 -0.1016 -1.3479 -0.1751
C3 -0.5932 0.1708 -0.3229
C4 -2.0369 0.4567 0.2294
N1 2.9270 1.3345 0.2308
O1 0.3247 1.0705 0.2742
S1 1.7594 -1.2272 0.0412
H1 -0.4485 -1.8811 0.7970
H2 -0.1771 -2.0602 -1.0644
H3 -0.5344 0.3555 -1.4100
H4 -2.5199 -0.3768 0.7311
H5 -2.6940 0.6446 -0.6318
H6 -1.9425 1.2611 0.8773
H7 3.9360 1.1742 0.2130

Charge: 0

---

four | This record from OMol25 describes an isolated molecule of C4H7NOS. The level of theory is ωB97M-V/def2-TZVPD.

CARTESIAN COORDINATES (ANGSTROEM)
C1 1.7737 -0.9847 -1.1416
C2 0.9247 0.1282 -0.2673
C3 -1.4304 0.4898 0.9157
C4 -1.4490 1.5512 1.6322
H1 1.5748 -1.9596 -0.5203
H2 1.1433 -1.2619 -1.9764
H3 2.7230 -0.8926 -1.6235
H4 -1.0939 -0.8424 -1.7044
H5 -2.1316 -0.3483 1.2093
H6 -2.1998 1.6656 2.4178
H7 -0.4847 2.1818 1.4912
N1 -0.3543 0.0035 0.0295
O1 -0.8662 -1.1100 -0.6519
S1 1.8703 1.3795 0.1897

SMILES: C=CN(O)C(C)=S
Charge: 0

---

Which of them is the most stable, and which is the least stable? two and four, in that order.

---

one | This record from OMol25 describes an isolated molecule of C4H7NOS. The level of theory is ωB97M-V/def2-TZVPD.

CARTESIAN COORDINATES (ANGSTROEM)
C1 -1.4597 -0.2010 -0.0693
C2 -0.3087 0.7644 0.2012
C3 1.7875 0.3003 -0.0177
C4 0.7913 0.2328 1.1344
H1 -1.9539 -2.4316 -0.6524
H2 -1.9613 -0.4200 0.8653
H3 -2.1882 0.2718 -0.7489
H4 -0.7253 1.7209 0.5406
H5 0.5294 0.4661 -1.7185
H6 2.1124 -0.6889 -0.3193
H7 2.6490 0.8975 0.1388
N1 0.7436 0.9328 -0.8365
O1 0.8241 -0.0948 2.2836
S1 -0.8401 -1.7503 -0.8013

SMILES: O=C1CN[C@H]1CS
Charge: 0

---

two | This record from OMol25 describes an isolated molecule of C4H7NOS. The level of theory is ωB97M-V/def2-TZVPD.

CARTESIAN COORDINATES (ANGSTROEM)
C1 -0.9163 -0.7342 1.5091
C2 -0.4963 0.1966 -0.6777
C3 -0.2146 -0.5255 -1.9006
C4 0.9233 0.4708 -1.1187
H1 1.2323 1.4066 3.2430
H2 -1.2486 -1.7682 1.6688
H3 -1.2446 1.1133 -0.5441
H4 -0.6889 -0.1859 -2.8336
H5 0.0111 -1.7727 -1.8350
H6 1.1462 1.4646 -1.5741
H7 1.8730 -0.0452 -0.6421
N1 -0.3809 0.0049 2.5043
O1 -0.9197 -0.9036 0.2076
S1 0.9239 1.2786 1.9931

SMILES: S/N=C\OC1CC1
Charge: 0

---

Which of them is the most stable, and which is the least stable? one and two, in that order.

---

one | This record from OMol25 describes an isolated molecule of C4H8N2OS. The level of theory is ωB97M-V/def2-TZVPD.

CARTESIAN COORDINATES (ANGSTROEM)
C1 -2.3174 -0.1130 -0.8244
C2 -1.2530 -0.3701 -1.5443
C3 -2.0912 0.3111 0.6481
C4 3.0603 0.5116 0.2392
N1 1.2615 -1.0246 -0.1993
N2 -0.8678 -0.3027 1.0921
O1 2.6178 -0.7150 -0.2928
S1 0.2248 0.1315 -0.2225
H1 -3.3717 -0.3017 -1.2798
H2 -1.0337 -0.7032 -2.5326
H3 -1.9131 1.4405 0.7012
H4 -2.9171 0.0273 1.4183
H5 4.0638 0.7407 -0.0305
H6 3.1870 0.3599 1.4079
H7 2.3435 1.3307 0.1166
H8 -0.9939 -1.3231 1.3029

Charge: 0

---

two | This record from OMol25 describes an isolated molecule of C4H8N2OS. The level of theory is ωB97M-V/def2-TZVPD.

CARTESIAN COORDINATES (ANGSTROEM)
C1 0.6355 -1.0831 0.5205
C2 -1.3159 0.2405 0.7846
C3 2.0858 -1.1203 0.1391
C4 -1.8986 0.5543 -0.6001
N1 -0.0707 -2.1252 0.5905
N2 0.1178 0.1530 0.8001
O1 -1.8527 -1.5744 2.6978
S1 -1.8706 -1.4956 1.2549
H1 -1.6686 0.9273 1.5560
H2 2.3640 -2.1180 -0.1841
H3 2.6929 -0.8417 0.9995
H4 2.2626 -0.4169 -0.6751
H5 -1.0960 0.7158 -1.3186
H6 -2.5283 1.4382 -0.5705
H7 -2.4999 -0.2830 -0.9505
H8 0.6869 0.9847 0.7628

Charge: 0

---

Which of them is the most stable, and which is the least stable? two and one, in that order.